112
Properties=species:S:1:pos:R:3 method="wB97M-V/def2-TZVPD" e_lumo_ha="0.0728 / 0.0722" total_charge=-1 max_force_ev_per_a=1.755 gap_ev="6.7 / 6.3" e_tot_ev=-92379.693
Ir 1.13107 0.20334 0.04322
Sb -4.04302 0.16353 1.85566
S -1.24219 -0.53860 -0.30124
P 2.81726 0.19890 -2.97668
N -0.15041 2.13939 -0.17929
N -0.87168 1.07520 3.56546
N 2.20448 -0.43096 3.33985
N -0.66737 1.18336 2.30743
N 2.51687 -0.95996 1.01362
N 3.49049 -1.65583 0.36662
N 0.16902 0.43079 4.16048
N 4.02244 -1.62212 2.46711
N 4.36315 -2.04315 1.21948
N 0.55571 0.64069 2.00929
N 1.85886 0.28118 -1.72541
C -5.41040 1.38856 0.72655
C -1.71863 -0.14910 -1.98002
C 1.96698 1.06899 -4.40771
C 5.51993 0.86522 -3.71081
C -5.70747 3.05124 -1.02587
C -4.88553 -1.72216 1.20544
C -5.79155 -1.86621 0.15142
C -2.11049 -1.30957 -2.68338
C -6.18983 -3.13050 -0.27999
C -5.68123 -4.27293 0.32555
C -6.80410 1.31730 0.85527
C -1.63568 2.51696 -2.13274
C 2.86506 1.42128 -5.60170
C 0.99805 0.18776 3.17503
C -4.76409 -4.14829 1.36230
C -1.84064 1.09619 -2.63912
C 3.64671 -1.73733 -4.97556
C 3.16218 -1.57959 -3.52551
C -2.10890 4.87138 -2.67133
C 2.89321 -0.98050 2.29325
C -2.61582 -0.09378 -4.66139
C 1.88377 -2.41615 -3.28336
C -5.55371 -0.44728 5.96621
C -2.38540 3.51813 -2.77675
C -6.24238 0.72192 6.27095
C -5.16943 0.34397 3.69854
C -5.85613 1.51962 4.02610
C 4.12343 2.63326 -2.61168
C 1.28148 2.34664 -3.89244
C -6.39274 1.70457 5.29912
C -4.36701 -2.88599 1.78908
C -7.63395 2.09319 0.05581
C 4.23945 -2.17921 -2.61482
C -4.87601 2.26775 -0.22276
C -2.22978 1.05381 -3.99712
C 4.97694 0.77459 -1.26978
C -0.38585 4.33473 -1.11859
C 0.84542 0.14340 -4.88753
C -0.71457 2.97995 -1.17814
C -1.04398 5.28059 -1.88234
C -2.58041 -1.29902 -3.98340
C -7.08635 2.96052 -0.88844
C 4.43711 1.12506 -2.65990
C -5.01655 -0.62787 4.69599
H 3.91873 -2.78845 -5.12799
H -8.71051 2.02166 0.16513
H 0.27615 2.68783 0.55266
H -2.05387 -2.24521 -2.14042
H -5.98683 -5.25491 -0.01659
H -0.87504 1.56363 0.24857
H -7.73618 3.56169 -1.51448
H -6.89932 -3.21993 -1.09492
H 3.92932 3.05625 -3.59679
H 2.16316 -3.47602 -3.30809
H 1.11205 -2.25458 -4.03175
H 3.26876 2.84028 -1.96323
H -5.26977 3.72945 -1.75228
H 3.60986 2.17711 -5.35248
H 4.53826 -1.13824 -5.18088
H 1.45661 -2.20533 -2.30134
H -7.24222 0.64544 1.58656
H -2.92049 -0.03918 -5.70029
H 2.23498 1.83569 -6.39604
H -5.97410 2.30339 3.28432
H -6.64445 0.87340 7.26666
H 0.83774 2.17529 -2.91271
H 2.46380 -0.71016 4.26746
H -4.46304 -1.54028 4.48481
H 0.17775 0.71867 -5.52716
H 1.95812 3.19537 -3.82568
H 1.21756 -0.69577 -5.47122
H 6.37077 1.52182 -3.49889
H -6.18862 -0.99287 -0.35159
H 0.25549 -0.23698 -4.05273
H 5.23095 -1.76348 -2.80757
H 0.47790 2.61925 -4.58520
H -2.88864 -2.22234 -4.46209
H 0.38124 4.63977 -0.41228
H -3.22545 3.21095 -3.38539
H 4.01068 -2.05955 -1.56329
H -3.62287 -2.81070 2.57892
H 5.78155 1.48225 -1.02914
H 4.99505 3.14991 -2.19447
H -2.72172 5.59306 -3.19905
H -2.20227 1.97233 -4.56638
H -0.76217 6.32502 -1.82055
H 4.20589 0.87300 -0.51386
H 5.37600 -0.23229 -1.20028
H -6.92300 2.62160 5.53310
H 2.88656 -1.48917 -5.71497
H -5.42252 -1.21370 6.72430
H -3.79755 2.34362 -0.34652
H -4.34960 -5.03293 1.83194
H 3.38261 0.55526 -6.01091
H 5.88433 -0.16093 -3.68031
H 4.29378 -3.25582 -2.82440
H 5.18422 1.07601 -4.72743